[1]
Molecular formula: C3H8BNO2
Method: DFT, the ωB97M-V functional and the def2-TZVPD basis

**Total energy**: -9503.049 eV
**SMILES**: [H]/N=C(/C)CB(O)O
**Orbital gap**: 8.8 eV
**ΔE to the lowest compared entry with this formula, charge and spin**: 152.3 kJ/mol
**Charge**: 0

Last column: Mulliken charge in e.
CARTESIAN COORDINATES (ANGSTROEM)
B 0.3940 0.7083 -1.4866  0.584
C -0.2472 -0.1648 1.2386  0.926
C -0.6096 -1.5700 1.1668  -1.240
C 0.8611 0.3224 0.3791  -0.955
N -0.9572 0.4487 2.0835  -0.733
O 1.4047 1.2775 -2.1985  -0.465
O -0.7842 0.3549 -1.9872  -0.488
H -0.9171 -1.9456 0.1815  0.264
H 0.2001 -2.2833 1.3470  0.294
H -1.4115 -1.9357 1.7518  0.401
H 1.0983 1.3757 0.6198  0.251
H 1.6837 -0.3445 0.6031  0.364
H -0.8015 1.4695 2.3582  0.224
H 1.1177 1.4996 -3.1446  0.279
H -1.0315 0.7875 -2.9125  0.294

Forces on the atoms, in the same order (eV/Å):
B 2.2 -1.4 3.1
C -0.7 1.0 0.2
C 0.4 -3.2 -1.9
C -1.2 1.9 -2.7
N -0.5 2.2 1.6
O -0.6 0.8 -1.7
O -2.2 1.2 -2.8
H 0.1 0.7 -0.4
H 0.5 0.4 0.3
H -0.8 0.5 1.2
H 0.2 -0.6 0.3
H 0.6 0.1 -0.8
H 0.3 -1.6 -1.3
H 0.8 -0.5 1.9
H 0.8 -1.5 2.9


[2]
Molecular formula: C19H20ClN5O
Method: DFT, the ωB97M-V functional and the def2-TZVPD basis

**Total energy**: -42048.891 eV
**SMILES**: CCc1ccc(Cl)cc1-c1c(C(=O)NC)cc(-c2cc(N)ncn2)n1C
**Orbital gap**: 8.9 eV
**ΔE to the lowest compared entry with this formula, charge and spin**: 1.1 kJ/mol
**Charge**: 0

Last column: Mulliken charge in e.
CARTESIAN COORDINATES (ANGSTROEM)
O 3.0412 -1.3570 0.0383  -0.700
Cl -2.7747 -2.8758 -3.8957  -0.223
N -1.9462 -1.7291 4.1372  -0.572
N -1.3925 -2.1013 6.4078  -0.642
C 1.9368 -1.0951 -0.3899  0.259
C 0.9330 -1.2373 1.9702  -1.466
C 0.8095 -1.0224 0.5485  1.063
C -0.3413 -1.1701 2.4747  0.730
C -0.5093 -0.7841 0.2636  -0.584
C -2.2636 -2.0411 5.4080  -0.299
C -0.6670 -1.4935 3.8552  0.432
C -0.1607 -1.8465 6.0766  0.693
C 0.2883 -1.5105 4.8557  -0.879
C -2.2715 -0.2168 -3.5440  -0.605
C -1.5435 -1.6535 -1.7338  -0.103
C -1.8239 0.9282 -2.8312  -0.455
C -2.1106 -1.4847 -3.0029  -0.186
C -1.0766 -0.5358 -1.0359  -0.588
C -1.2552 0.7591 -1.5799  1.598
N 0.7069 -2.1700 7.0668  -0.489
N 1.8164 -0.7835 -1.7423  -0.057
N -1.2251 -0.7791 1.4695  0.227
C 2.9430 -0.6624 -2.6205  -1.084
C -2.6490 -0.3300 1.5895  -0.923
C 0.3631 2.5948 -1.0471  -1.230
C -1.0188 1.9883 -0.7542  -0.948
H 1.8382 -1.5607 2.4874  0.398
H -3.2777 -2.3302 5.6681  0.431
H 1.3129 -1.2890 4.6735  0.423
H -2.7814 -0.1482 -4.5292  0.365
H -1.4467 -2.6416 -1.3011  0.531
H -2.0076 1.8982 -3.2711  0.479
H 0.1972 -2.7010 7.7837  0.283
H 1.6078 -2.4195 6.7928  0.199
H 0.8827 -0.5748 -2.0722  0.132
H 2.6148 -0.4552 -3.6409  0.362
H 3.5545 0.1659 -2.3030  0.324
H 3.5721 -1.5573 -2.5676  0.309
H -2.7545 0.1382 2.5646  0.379
H -3.3780 -1.1334 1.5022  0.263
H -2.9128 0.4289 0.8432  0.379
H 1.1257 1.8281 -0.8328  0.258
H 0.5637 3.4740 -0.3961  0.408
H 0.3980 2.9441 -2.0840  0.321
H -1.1096 1.7772 0.3323  0.247
H -1.8253 2.7014 -0.9424  0.544

Forces on the atoms, in the same order (eV/Å):
O 0.8 -0.3 0.4
Cl 0.5 0.7 0.6
N -1.5 -0.7 0.7
N -2.8 -0.1 -0.4
C 1.0 0.5 -1.4
C -0.2 -0.4 -1.3
C -0.1 -0.2 0.5
C 0.5 0.6 0.0
C 0.2 0.6 2.3
C 1.0 0.3 -0.4
C -0.5 0.9 0.2
C 1.5 -1.4 1.7
C -0.1 0.7 -2.2
C 0.1 0.4 -0.5
C 0.0 0.2 -0.8
C -0.6 -2.0 -0.8
C -0.4 -0.1 0.2
C -1.6 0.2 -1.4
C -0.6 0.0 0.6
N -1.3 0.4 1.7
N -1.9 -0.3 1.3
N -0.3 -0.4 -1.1
C 0.3 -0.2 0.1
C 0.7 0.0 0.3
C -0.1 0.4 0.7
C 0.4 0.3 0.8
H -0.4 0.2 -0.3
H -0.1 0.3 -0.4
H 0.6 0.1 -0.1
H 0.5 0.2 0.8
H 0.0 0.0 0.0
H 0.1 0.1 0.2
H 1.0 0.3 -0.3
H 1.5 -0.5 -0.1
H 0.5 0.0 -0.2
H -0.1 -0.3 0.2
H 0.4 0.4 0.1
H -0.2 0.1 -0.2
H -0.1 -0.2 0.0
H 0.3 -0.2 0.1
H 0.5 -0.3 -0.1
H -0.1 0.4 -0.3
H -0.1 -0.5 -0.4
H 0.3 -0.2 0.1
H 0.2 -0.1 -0.6
H 0.1 0.1 -0.2


[3]
Molecular formula: C24H36P2SiW
Method: DFT, the ωB97M-V functional and the def2-TZVPD basis

**Total energy**: -53735.398 eV
**Orbital gap (spin up / spin down)**: 4.8 / 5.0 eV
**Charge**: +2
**Multiplicity**: 3

Last column: Mulliken charge in e.
CARTESIAN COORDINATES (ANGSTROEM)
C 0.4824 2.3232 2.9379  -0.783
C 0.9486 2.1819 1.5880  -0.551
C -0.2061 2.1778 0.7228  -0.482
H 1.9828 2.1381 1.2721  0.625
C -1.3788 2.3372 1.5316  -0.558
C -0.9602 2.4327 2.9016  -0.392
H -1.6044 2.6511 3.7470  0.615
H 1.1142 2.4157 3.8148  0.568
H -0.1997 2.1481 -0.3569  0.977
H -2.3982 2.4393 1.1771  0.580
W -0.3628 0.4437 2.1487  0.267
C 0.6434 -2.5816 -0.4501  -1.255
H -0.4102 -2.4771 -0.7401  0.264
H 0.8489 -3.6447 -0.2540  0.553
H 1.3046 -2.2225 -1.2456  0.253
Si -0.2395 -0.1099 -2.5775  0.263
C 1.3025 -0.3481 -3.6068  0.254
C 2.2470 0.6855 -3.7484  -0.291
H 2.0923 1.6409 -3.2377  0.342
C 3.3726 0.5033 -4.5649  -0.564
H 4.0919 1.3147 -4.6831  0.393
C 3.5792 -0.7074 -5.2353  -0.468
H 4.4575 -0.8469 -5.8732  0.389
C 2.6375 -1.7363 -5.0975  -0.562
H 2.7792 -2.6809 -5.6231  0.396
C 1.5033 -1.5594 -4.2936  -0.119
H 0.7580 -2.3570 -4.2158  0.396
C -1.4619 0.8469 -3.6029  0.806
C -1.2740 1.0729 -4.9809  -0.241
H -0.3817 0.6856 -5.4855  0.326
C -2.2257 1.7803 -5.7230  -0.584
H -2.0695 1.9312 -6.7889  0.383
C -3.3844 2.2747 -5.1087  -0.540
H -4.1277 2.8146 -5.6934  0.394
C -3.5745 2.0509 -3.7402  -0.515
H -4.4838 2.4123 -3.2575  0.365
C -2.6249 1.3538 -2.9874  -0.601
H -2.7902 1.1818 -1.9178  0.288
H 0.1384 0.5662 -1.3367  -0.309
H -0.7733 -1.4687 -2.1732  -0.207
C 2.5909 -1.0318 1.0947  -1.385
P 0.8564 -1.6315 1.1037  1.242
C 0.9449 -2.9903 2.3443  -1.269
C -2.1521 -0.5416 2.5616  -0.999
C -1.9773 -0.9122 4.0398  -1.028
P -0.3919 -0.0672 4.5709  0.837
C -0.9598 1.0811 5.8673  -1.467
C 0.6122 -1.2343 5.4804  -1.267
H 3.2266 -1.7861 0.6158  0.475
H 2.9259 -0.8931 2.1293  0.416
H 2.6796 -0.0774 0.5581  0.314
H 1.6701 -2.7511 3.1275  0.276
H -0.0362 -3.1805 2.8051  0.328
H 1.2677 -3.9053 1.8316  0.499
H -2.9323 0.2121 2.3908  0.487
H -2.3045 -1.3915 1.8920  0.545
H -2.7897 -0.5281 4.6786  0.418
H -1.8651 -1.9931 4.2173  0.412
H -0.9559 0.5587 6.8350  0.474
H -0.2752 1.9372 5.9241  0.402
H -1.9750 1.4394 5.6530  0.419
H 0.0597 -2.1529 5.7077  0.399
H 1.5153 -1.4696 4.9101  0.304
H 0.9125 -0.7546 6.4192  0.495

Forces on the atoms, in the same order (eV/Å):
C 0.2 1.3 -0.7
C -0.5 1.7 -0.2
C 0.9 1.0 0.8
H -0.1 -0.1 0.0
C 0.4 0.7 0.8
C 0.2 1.3 -0.6
H 0.1 -0.2 -0.2
H -0.1 0.0 -0.2
H 0.1 -0.2 0.1
H 0.1 -0.2 0.0
W 0.0 -4.4 -0.6
C -0.7 0.0 0.3
H 0.5 -0.3 -0.1
H 0.1 0.4 0.1
H -0.2 0.1 0.1
Si -0.1 -0.8 -1.6
C 0.2 -0.2 0.2
C 0.2 -0.4 -0.3
H 0.1 -0.3 -0.2
C -0.1 0.1 0.1
H -0.2 -0.2 0.0
C -0.4 -0.1 0.2
H -0.4 0.1 0.3
C -0.1 0.1 0.1
H 0.0 0.3 0.1
C 0.4 0.3 -0.1
H 0.3 0.2 0.0
C -0.5 0.4 0.2
C -0.1 0.0 0.2
H -0.3 0.2 0.2
C -0.2 0.0 0.3
H 0.0 0.0 0.2
C 0.5 -0.4 0.2
H 0.2 -0.1 0.2
C -0.1 0.0 0.1
H 0.3 -0.1 -0.1
C 0.1 0.1 -0.6
H -0.1 0.1 -0.3
H 0.0 0.1 0.5
H -0.1 0.9 -0.4
C 0.0 -0.1 -0.2
P 1.3 -0.4 0.6
C -0.3 -0.1 0.1
C -0.8 0.5 -0.2
C 0.1 -0.2 0.7
P -1.9 -0.6 0.4
C 0.3 0.6 -0.2
C 1.0 -0.3 0.1
H 0.0 0.2 0.1
H 0.0 0.0 -0.2
H 0.0 -0.4 0.0
H -0.2 0.0 -0.1
H 0.3 0.0 -0.2
H 0.0 0.2 0.2
H -0.3 -0.6 0.2
H -0.2 -0.1 0.0
H 0.2 -0.3 -0.2
H -0.1 0.3 -0.1
H 0.0 0.1 -0.4
H -0.2 -0.1 0.2
H 0.3 -0.1 0.1
H 0.1 0.2 -0.1
H -0.1 -0.1 0.3
H 0.0 -0.2 -0.2